{"formula": "C32H64NiO28", "method": "wB97M-V/def2-TZVPD", "species": ["Ni", "C", "C", "C", "O", "C", "C", "C", "O", "O", "O", "H", "H", "C", "C", "C", "O", "C", "C", "C", "O", "O", "O", "H", "H", "C", "C", "O", "O", "H", "H", "H", "H", "H", "H", "C", "C", "O", "O", "H", "H", "H", "H", "H", "H", "C", "C", "O", "O", "H", "H", "H", "H", "H", "H", "C", "C", "O", "O", "H", "H", "H", "H", "H", "H", "C", "C", "O", "O", "H", "H", "H", "H", "H", "H", "C", "C", "O", "O", "H", "H", "H", "H", "H", "H", "C", "C", "O", "O", "H", "H", "H", "H", "H", "H", "C", "C", "O", "O", "H", "H", "H", "H", "H", "H", "C", "C", "O", "O", "H", "H", "H", "H", "H", "H", "C", "C", "O", "O", "H", "H", "H", "H", "H", "H"], "positions_angstrom": [[0.242, 0.033, 0.087], [-0.020, 4.228, 0.253], [-0.257, 2.890, 0.415], [-1.691, 2.289, 0.315], [-1.856, 0.991, 0.356], [-2.760, 3.088, 0.168], [-2.641, 4.537, 0.063], [-1.217, 5.153, 0.051], [-1.115, 6.351, -0.237], [-3.568, 5.316, -0.116], [0.750, 2.132, 0.671], [0.927, 4.729, 0.389], [-3.762, 2.685, 0.135], [0.140, -0.390, -4.203], [-0.433, -1.351, -4.903], [-1.230, -2.461, -4.196], [-1.752, -3.504, -4.818], [-1.342, -2.575, -2.888], [-0.760, -1.575, -2.038], [0.070, -0.380, -2.739], [0.485, 0.467, -1.935], [-0.699, -1.531, -0.792], [-0.299, -1.224, -6.188], [0.668, 0.427, -4.672], [-1.843, -3.426, -2.450], [-0.296, 1.370, 6.767], [-0.555, 0.281, 5.694], [0.498, -0.622, 5.538], [-0.170, 0.776, 8.054], [-1.151, 2.045, 6.721], [0.619, 1.917, 6.541], [-0.693, 0.789, 4.739], [-1.512, -0.210, 5.869], [0.877, -0.835, 6.394], [0.593, 0.195, 8.091], [-3.924, -1.179, 3.479], [-4.676, -1.239, 2.137], [-4.830, 0.110, 1.553], [-2.624, -0.819, 3.158], [-3.914, -2.155, 3.963], [-4.298, -0.402, 4.146], [-5.690, -1.582, 2.342], [-4.306, -1.937, 1.386], [-4.690, 0.015, 0.608], [-2.631, -0.257, 2.379], [-2.250, -4.594, 0.892], [-2.042, -5.764, 1.960], [-1.037, -6.614, 1.446], [-1.042, -3.862, 0.624], [-2.986, -3.874, 1.250], [-2.473, -5.022, -0.085], [-3.005, -6.268, 2.043], [-1.684, -5.426, 2.932], [-0.261, -6.079, 1.263], [-1.144, -3.117, 0.028], [-0.812, 3.363, -3.716], [-2.088, 4.108, -4.282], [-2.843, 3.247, -5.121], [-1.246, 2.375, -2.830], [-0.161, 4.096, -3.238], [-0.165, 2.906, -4.465], [-1.801, 4.949, -4.913], [-2.617, 4.468, -3.400], [-3.597, 3.812, -5.306], [-0.538, 1.729, -2.767], [1.039, -6.126, -1.997], [1.542, -4.674, -1.700], [2.936, -4.573, -1.465], [1.449, -7.068, -0.959], [1.355, -6.517, -2.964], [-0.049, -6.121, -2.058], [1.009, -4.312, -0.821], [1.256, -4.034, -2.534], [3.425, -4.717, -2.278], [1.689, -6.463, -0.253], [5.193, -1.102, -1.427], [5.818, 0.261, -1.525], [5.474, 1.015, -0.286], [3.820, -1.111, -1.776], [5.200, -1.330, -0.361], [5.677, -1.971, -1.872], [5.458, 0.681, -2.464], [6.896, 0.107, -1.575], [6.042, 0.694, 0.418], [3.801, -1.149, -2.735], [2.083, -1.811, 1.000], [1.253, -1.746, 2.321], [0.207, -0.786, 2.177], [2.211, -0.568, 0.334], [1.494, -2.478, 0.370], [3.015, -2.368, 0.899], [1.859, -1.469, 3.183], [0.713, -2.656, 2.581], [-0.034, -0.605, 3.089], [3.051, -0.611, -0.130], [-5.056, 0.402, -3.258], [-4.486, 0.552, -1.865], [-4.112, -0.600, -1.061], [-6.485, 0.289, -3.223], [-4.638, -0.523, -3.653], [-4.738, 1.267, -3.840], [-5.120, 1.246, -1.313], [-3.503, 1.014, -1.951], [-3.233, -0.373, -0.751], [-6.777, -0.322, -2.541], [3.367, 3.053, -3.131], [3.276, 3.583, -1.670], [4.470, 3.481, -0.909], [4.093, 4.039, -3.882], [2.441, 3.032, -3.706], [3.776, 2.047, -3.208], [2.562, 2.937, -1.160], [2.932, 4.614, -1.585], [4.527, 2.535, -0.752], [4.345, 3.520, -4.649], [2.207, 3.555, 4.126], [2.838, 2.156, 4.006], [3.941, 1.825, 4.789], [3.193, 4.536, 3.871], [1.782, 3.788, 5.102], [1.372, 3.731, 3.449], [3.142, 2.141, 2.959], [2.049, 1.448, 4.258], [4.598, 2.525, 4.800], [3.483, 4.518, 2.956]], "forces_ev_per_a": [[-1.39, 2.54, -0.02], [-3.49, 2.11, -0.05], [0.66, 0.13, 0.17], [0.65, -1.23, -0.11], [2.03, -0.15, -0.04], [-0.71, 2.24, 0.18], [0.09, -0.53, -0.30], [2.17, -0.29, -0.57], [0.09, -1.07, 0.59], [-0.26, -0.32, 0.19], [-0.58, -2.33, -0.23], [0.23, -0.33, -0.14], [-0.02, -0.15, -0.03], [2.11, 3.27, 6.90], [-1.22, -1.46, -5.96], [-1.47, -4.63, -6.10], [1.73, 3.50, 0.19], [1.09, 2.73, 6.97], [0.72, -0.23, -3.51], [-1.93, -2.57, -2.73], [0.99, 0.91, 0.76], [-0.23, -0.69, 1.73], [-1.02, -1.71, 2.56], [-0.01, -0.02, -0.22], [-0.12, -0.01, -0.04], [0.20, -1.31, -0.93], [-0.54, 1.56, 0.15], [0.62, -0.43, -0.18], [-0.59, 0.25, 0.45], [0.07, 0.00, 0.51], [0.02, 0.15, -0.21], [0.11, 0.08, -0.15], [0.00, -0.24, 0.34], [-0.06, -0.18, -0.02], [0.12, 0.19, -0.12], [0.00, 0.42, -1.92], [-2.04, 1.35, 0.22], [0.40, -1.45, 1.65], [1.93, -0.21, 0.62], [-0.10, -0.05, 0.07], [-0.78, -0.16, 0.07], [-0.33, -0.17, 0.12], [0.70, 0.09, 0.23], [0.25, -0.18, -0.57], [-0.01, 0.45, -0.47], [0.90, 0.27, 0.42], [0.79, 1.94, -1.92], [-0.27, -1.07, 0.06], [0.70, -1.52, 1.65], [-0.42, -0.22, -0.08], [-0.88, -0.43, 0.28], [0.24, -0.33, 0.02], [-0.47, 0.51, 0.15], [-0.06, 0.24, -0.11], [-0.40, 0.73, -0.38], [-1.03, 0.68, -0.66], [2.33, -0.85, 0.32], [-0.42, 0.18, 0.42], [-0.40, 0.20, 0.04], [-0.13, 0.41, 0.41], [-0.33, 0.01, -0.73], [0.41, 0.37, 0.29], [-0.34, -0.09, 0.01], [-0.43, -0.44, -0.38], [0.08, -0.09, 0.42], [0.20, 0.16, 0.57], [-0.62, -1.05, -0.90], [0.25, -0.08, 0.56], [-0.18, 1.04, -0.80], [0.46, 0.07, 0.02], [-0.15, 0.25, 0.16], [0.18, 0.03, 0.15], [-0.23, 0.06, -0.06], [-0.20, -0.07, -0.12], [0.26, -0.32, 0.42], [-0.72, -0.81, 1.30], [0.34, -0.63, 1.19], [0.10, -0.63, -2.21], [0.45, 0.07, -0.30], [0.05, -0.23, 0.23], [0.52, 0.37, -0.53], [0.01, 0.97, 0.54], [0.16, 0.41, -0.07], [0.07, -0.03, -0.02], [-0.65, 0.08, -0.16], [-1.46, -1.71, -0.49], [0.88, 0.25, 0.11], [0.75, 0.08, -0.67], [-0.16, -0.07, 1.34], [-0.55, 0.17, -0.38], [0.41, 0.21, 1.31], [0.23, 0.14, 0.00], [0.65, -0.63, -0.51], [-0.68, 0.51, -0.12], [-0.33, 0.54, -0.79], [-0.05, -1.65, 1.41], [1.91, 0.99, 0.31], [-1.52, -0.29, -0.55], [-0.30, 0.60, -0.68], [0.18, 0.06, -0.52], [-0.39, -0.09, -0.07], [-0.18, -0.09, 0.30], [-0.22, 0.83, -0.47], [0.54, 0.01, 0.24], [0.42, -0.09, 0.07], [-0.43, 1.94, 0.45], [-0.84, -1.13, -0.15], [0.14, 0.05, -0.78], [1.02, -0.78, -0.25], [-0.82, -0.39, 1.01], [0.46, -0.05, 0.30], [-0.64, 0.19, -0.03], [-0.04, -0.09, -0.51], [0.58, 0.00, 0.52], [0.33, 0.57, -0.48], [0.38, 0.15, 0.21], [-1.35, 0.94, -0.90], [0.47, -0.11, 1.21], [0.67, 0.65, 0.60], [0.37, -0.13, 0.37], [-0.05, -0.74, -0.41], [-0.33, -0.64, -0.35], [0.15, -0.36, -0.43], [-0.16, 0.34, -0.22], [-0.28, -0.18, -0.25]], "lowdin_spin": [1.792, 0.002, 0.003, 0.002, 0.041, 0.001, 0.000, 0.000, 0.000, -0.001, 0.035, 0.000, 0.000, 0.001, 0.000, 0.000, -0.003, 0.001, 0.006, 0.006, 0.039, 0.030, -0.003, 0.000, 0.000, 0.000, 0.000, 0.000, 0.000, 0.000, 0.000, 0.000, 0.000, 0.000, 0.000, 0.000, 0.000, 0.000, 0.000, 0.000, 0.000, 0.000, 0.000, 0.000, 0.000, 0.000, 0.000, 0.000, 0.000, 0.000, 0.000, 0.000, 0.000, 0.000, 0.000, 0.000, 0.000, 0.000, 0.000, 0.000, 0.000, 0.000, 0.000, 0.000, 0.000, 0.000, 0.000, 0.000, 0.000, 0.000, 0.000, 0.000, 0.000, 0.000, 0.000, 0.000, 0.000, 0.000, 0.000, 0.000, 0.000, 0.000, 0.000, 0.000, 0.000, 0.000, 0.001, 0.017, 0.024, 0.000, 0.000, 0.000, 0.000, 0.001, 0.002, 0.000, 0.000, 0.000, 0.000, 0.000, 0.000, 0.000, 0.000, 0.000, 0.000, 0.000, 0.000, 0.000, 0.000, 0.000, 0.000, 0.000, 0.000, 0.000, 0.000, 0.000, 0.000, 0.000, 0.000, 0.000, 0.000, 0.000, 0.000, 0.000, 0.000], "s_squared": 2.003, "total_energy_ha": -4872.56635, "spin_multiplicity": 3, "total_charge": -2}